DFT (the ωB97M-V functional and the def2-TZVPD basis) results for the molecule C9H6FNO2.

Each line ends with the Mulliken charge.
Cartesian coordinates (Å):
C  1.31510  -0.21684  -1.43807  -0.7433
C  0.46119  -0.13330  -2.51195  -0.4442
C  0.84652  -0.28250  -0.12545  -0.3540
C  -0.90148  0.04422  -2.19932  0.3701
C  -0.48846  -0.14578  0.22618  -0.1845
C  -1.20019  0.02365  -0.92986  0.9614
C  -1.97223  0.34390  -3.24873  0.2983
C  -3.16536  1.30222  -2.65160  0.5765
C  -1.08877  -0.06690  1.55745  -1.3581
N  -3.62881  0.49168  -1.76761  -0.2781
O  -2.00505  0.05393  -4.37597  -0.4352
O  -3.31664  2.38678  -3.13221  -0.5133
F  -4.56744  1.15158  -0.87213  -0.2356
H  2.32725  -0.27251  -1.69868  0.4348
H  0.62981  -0.15935  -3.60948  0.4013
H  1.63436  -0.36437  0.56699  0.4479
H  -1.88030  0.80348  1.38120  0.2912
H  -1.57306  -1.00735  1.72869  0.2994
H  -0.47313  0.18608  2.31322  0.4654

Computed properties:
Strongest force on any atom: 5.00 eV/A
Electronic energy: -651.40513 a.u.
ΔE to the lowest compared entry with this formula, charge and spin: 109.6 kcal per mole
HOMO level (spin up / spin down): -9.56 / -9.37 eV
Net charge: 0